The following is a DFT calculation (ωB97M-V with the def2-TZVPD basis set) of a 2-piece molecular cluster, C44H45N4O2S overall at a distorted geometry.

Computed properties:
Total charge: +1
Frontier orbital gap, eV: 4.02
Relative energy (zero: lowest compared OMol25 entry of this formula, charge and spin), kcal per mole: 0.0

Each line ends with the Mulliken charge.
Positions of all 96 atoms, in Å:
C 6.960 4.440 4.032  -0.596
C 5.974 3.279 4.111  -0.429
N 5.182 3.270 2.877  0.362
C 3.921 2.623 2.896  -0.338
C 3.746 1.282 2.480  -0.207
C 2.483 0.711 2.471  -1.222
C 1.306 1.446 2.823  0.764
C 0.036 0.808 2.741  -0.467
C -1.252 1.420 2.736  0.600
C -1.491 2.789 2.406  -0.938
C -2.769 3.333 2.384  -0.246
C -3.901 2.545 2.699  -0.186
N -5.221 3.083 2.748  0.246
C -5.574 3.693 4.035  -0.389
C -7.031 4.138 4.058  -0.596
O -7.331 4.937 2.912  -0.363
C -7.161 4.179 1.711  -0.672
C -5.702 3.764 1.541  -0.387
C -3.688 1.176 3.010  -0.369
C -2.416 0.633 3.015  -0.784
C 1.517 2.782 3.292  -0.858
C 2.782 3.347 3.328  -0.212
C 6.020 3.129 1.685  -0.481
C 6.985 4.312 1.669  -0.696
O 7.778 4.328 2.862  -0.369
H 6.383 5.388 4.036  0.318
H 7.673 4.407 4.870  0.334
H 6.557 2.341 4.203  0.278
H 5.312 3.395 4.975  0.402
H 4.620 0.695 2.184  0.430
H 2.354 -0.332 2.177  0.437
H 0.051 -0.284 2.697  0.466
H -0.646 3.422 2.140  0.728
H -2.911 4.389 2.138  0.398
H -5.404 2.941 4.815  0.346
H -4.938 4.576 4.239  0.277
H -7.671 3.233 4.111  0.343
H -7.207 4.807 4.914  0.325
H -7.789 3.263 1.710  0.352
H -7.460 4.870 0.910  0.334
H -5.098 4.661 1.315  0.310
H -5.625 3.061 0.702  0.349
H -4.566 0.560 3.223  0.481
H -2.276 -0.425 3.240  0.331
H 0.671 3.365 3.649  0.681
H 2.929 4.383 3.646  0.483
H 6.600 2.189 1.723  0.322
H 5.390 3.148 0.791  0.421
H 7.713 4.211 0.850  0.345
H 6.393 5.245 1.564  0.333
C -4.804 -5.039 -4.535  -0.476
C -4.045 -6.096 -4.017  -0.682
C -2.863 -5.828 -3.324  -0.443
C -2.427 -4.510 -3.164  0.017
C -1.139 -4.239 -2.385  0.292
C -1.403 -3.927 -0.908  -0.104
C -0.430 -4.267 0.036  -0.093
C -0.632 -4.011 1.392  -0.942
C -1.818 -3.395 1.816  -0.484
C -2.795 -3.050 0.879  -0.841
C -2.589 -3.318 -0.479  -0.129
C -0.274 -3.135 -3.038  -0.105
C -0.012 -3.396 -4.510  -0.784
C 0.944 -2.399 -5.126  -0.792
N 2.096 -2.203 -4.238  0.226
C 3.351 -1.750 -4.669  0.354
C 4.298 -1.801 -3.638  0.562
C 5.636 -1.534 -3.910  -0.392
C 6.011 -1.202 -5.219  -0.574
C 5.053 -1.132 -6.241  -0.617
C 3.704 -1.406 -5.974  -0.715
S 3.573 -2.273 -2.124  -0.287
C 2.007 -2.530 -2.906  0.195
N 0.991 -3.015 -2.288  -0.300
C -3.185 -3.454 -3.679  0.097
C -4.377 -3.719 -4.368  -0.859
H -5.731 -5.247 -5.072  0.386
H -4.363 -7.132 -4.151  0.397
H -2.254 -6.632 -2.903  0.401
H -0.542 -5.166 -2.426  0.621
H 0.492 -4.731 -0.320  0.391
H 0.140 -4.295 2.109  0.407
H -1.980 -3.187 2.875  0.551
H -3.726 -2.572 1.193  0.434
H -3.362 -3.065 -1.207  0.379
H -0.822 -2.171 -2.939  0.105
H 0.397 -4.414 -4.609  0.389
H -0.959 -3.373 -5.059  0.430
H 1.309 -2.773 -6.086  0.498
H 0.425 -1.445 -5.301  0.261
H 6.351 -1.599 -3.094  0.389
H 7.057 -0.993 -5.441  0.366
H 5.361 -0.865 -7.254  0.372
H 2.939 -1.361 -6.751  0.361
H -2.858 -2.421 -3.522  0.364
H -4.955 -2.883 -4.769  0.380

=====

The following is a DFT calculation (ωB97M-V with the def2-TZVPD basis set) of C44H45N7O6PbS as an isolated structure at a distorted geometry.

Computed properties:
Total charge: 0
Frontier orbital gap, eV: 8.66
Relative energy (zero: lowest compared OMol25 entry of this formula, charge and spin), kcal per mole: 32.8

Each line ends with the Mulliken charge.
Positions of all 104 atoms, in Å:
Pb -1.375 -0.872 0.931  1.743
O -3.610 -3.950 -1.498  -0.692
C -3.187 -2.956 -0.943  -0.257
N -1.930 -2.738 -0.459  0.118
C -0.944 -3.641 -0.780  -0.315
O -0.825 -4.281 -1.804  -0.651
C 0.098 -3.810 0.307  0.432
C 0.878 -4.958 0.348  -0.459
C 1.774 -5.105 1.393  -0.892
C 1.885 -4.093 2.338  -0.740
C 1.091 -2.968 2.201  -0.661
N 0.210 -2.845 1.212  0.856
C -4.154 -1.821 -0.670  0.556
C -5.410 -1.843 -1.261  -0.734
C -6.275 -0.794 -1.013  -0.431
C -5.868 0.235 -0.174  -1.111
C -4.603 0.172 0.378  -0.387
N -3.767 -0.830 0.121  0.195
H 0.750 -5.703 -0.424  0.574
H 2.380 -5.998 1.472  0.398
H 2.571 -4.171 3.171  0.568
H 1.147 -2.148 2.908  0.504
H -5.670 -2.684 -1.887  0.576
H -7.262 -0.780 -1.458  0.425
H -6.522 1.063 0.063  0.488
H -4.243 0.932 1.060  0.753
C 3.544 -2.145 -0.103  -0.939
N 2.698 -1.077 0.388  0.656
C 3.199 -0.131 1.063  -0.843
C 2.477 1.082 1.421  0.366
C 3.018 2.196 1.989  -0.771
C 1.933 3.121 2.190  -1.302
C 0.812 2.520 1.716  -0.559
N 1.099 1.248 1.233  1.555
C 3.788 -1.887 -1.571  0.155
C 2.787 -2.177 -2.493  -0.201
C 2.945 -1.832 -3.826  -0.829
C 4.106 -1.196 -4.250  -0.415
C 5.111 -0.915 -3.337  -0.677
C 4.950 -1.259 -2.001  -0.240
H 3.014 -3.091 0.013  -0.051
H 4.494 -2.209 0.448  0.548
H 4.243 -0.167 1.406  0.245
H 4.058 2.346 2.233  0.575
H 1.991 4.101 2.635  0.503
H -0.202 2.890 1.726  0.456
H 1.884 -2.679 -2.165  0.546
H 2.163 -2.067 -4.536  0.453
H 4.230 -0.932 -5.292  0.405
H 6.023 -0.432 -3.664  0.388
H 5.734 -1.036 -1.285  0.386
C -2.777 2.934 -0.415  -1.124
N -2.906 2.736 -1.841  0.605
C -3.347 3.894 -2.599  -0.656
C -3.979 3.462 -3.904  -0.748
C -3.023 2.541 -4.629  -0.695
N -2.665 1.428 -3.771  0.324
C -2.297 0.184 -4.419  -1.039
C -2.580 1.525 -2.415  -0.087
O -2.242 0.562 -1.725  -0.327
H -3.748 3.171 0.028  0.572
H -2.093 3.758 -0.193  0.547
H -2.395 2.027 0.045  -0.159
H -2.504 4.575 -2.782  0.229
H -4.072 4.442 -1.991  0.407
H -4.221 4.330 -4.517  0.384
H -4.905 2.920 -3.695  0.293
H -2.126 3.088 -4.946  0.285
H -3.488 2.135 -5.529  0.374
H -3.133 -0.191 -5.015  0.349
H -2.040 -0.552 -3.664  0.161
H -1.439 0.336 -5.080  0.355
C 0.793 1.114 -0.407  0.203
C 1.491 2.305 -0.998  -0.388
C 2.890 2.381 -1.148  0.110
C 3.499 3.572 -1.509  -1.077
C 2.726 4.682 -1.825  -0.491
C 1.350 4.612 -1.730  -1.085
C 0.745 3.440 -1.295  0.076
H 1.258 0.136 -0.430  0.409
H -0.286 1.155 -0.434  -0.323
H 3.493 1.500 -0.969  0.490
H 4.579 3.643 -1.530  0.457
H 3.201 5.609 -2.120  0.399
H 0.750 5.481 -1.969  0.443
H -0.328 3.390 -1.184  0.581
C 3.215 -1.229 6.186  -1.691
C 1.815 -1.151 5.642  1.046
C 1.389 -0.044 4.918  -0.528
C 0.093 0.030 4.421  -0.443
C -0.785 -1.017 4.644  0.011
C -0.382 -2.130 5.369  -0.854
C 0.908 -2.188 5.867  -0.626
S -2.367 -1.036 3.832  1.329
O -3.393 -1.287 4.798  -0.738
O -2.173 -2.111 2.810  -0.806
O -2.463 0.247 3.122  -0.755
H 3.855 -0.473 5.734  0.352
H 3.657 -2.209 6.000  0.370
H 3.220 -1.071 7.266  0.357
H 2.075 0.773 4.723  0.365
H -0.226 0.888 3.845  0.634
H -1.074 -2.946 5.530  0.461
H 1.223 -3.057 6.434  0.395

=====

The following is a DFT calculation (ωB97M-V with the def2-TZVPD basis set) of a 6-piece molecular cluster, C44H46BO26 overall at a distorted geometry.

Computed properties:
Total charge: -1
Frontier orbital gap, eV: 4.61

Each line ends with the Mulliken charge.
Positions of all 117 atoms, in Å:
C -2.325 -4.181 -3.437  -1.071
C -2.745 -3.308 -2.261  0.103
O -1.932 -3.551 -1.104  -0.437
C -1.414 -2.398 -0.568  0.529
O -2.141 -1.514 -0.197  -0.617
C 0.082 -2.332 -0.532  -0.867
C 0.611 -1.669 0.762  0.168
C 1.548 -0.492 0.441  -0.439
B 2.760 -0.209 1.504  0.449
C 2.282 -0.191 3.091  -0.623
C 0.894 0.404 3.392  -1.179
C 0.602 1.785 2.800  0.806
C 1.691 2.820 3.031  -0.843
O 1.346 3.623 4.223  -0.336
C 1.904 4.834 4.161  0.052
O 3.055 5.048 4.423  -0.620
C 3.864 -1.460 1.371  -0.627
C 4.917 -1.318 0.269  -0.718
O 4.654 -0.274 -0.711  -0.155
C 4.521 -0.668 -1.962  0.030
O 3.978 -1.669 -2.357  -0.506
H -2.220 -3.594 -4.348  0.141
H -3.059 -4.956 -3.666  0.275
H -1.374 -4.684 -3.259  0.399
H -3.779 -3.548 -1.999  0.344
H -2.738 -2.259 -2.556  0.064
H 0.356 -1.736 -1.410  0.367
H 0.513 -3.318 -0.707  0.357
H -0.278 -1.286 1.264  0.095
H 1.082 -2.438 1.376  0.352
H 0.921 0.382 0.250  -0.535
H 2.022 -0.725 -0.522  0.302
H 3.335 0.850 1.244  -0.330
H 3.041 0.360 3.659  0.482
H 2.271 -1.204 3.509  0.106
H 0.823 0.517 4.487  0.374
H 0.078 -0.274 3.131  0.396
H -0.289 2.172 3.308  0.586
H 0.334 1.744 1.741  -0.778
H 2.688 2.398 3.120  0.263
H 1.670 3.518 2.187  0.515
H 1.255 5.671 3.858  0.465
H 4.372 -1.525 2.340  0.305
H 3.356 -2.422 1.225  0.242
H 5.087 -2.273 -0.229  0.360
H 5.875 -1.059 0.728  0.288
H 4.947 0.044 -2.687  0.373
C -2.906 2.816 -2.941  -1.281
C -2.586 4.106 -2.799  0.304
C -1.722 4.594 -1.667  0.938
O -1.470 5.789 -1.633  -0.655
C -1.252 3.635 -0.698  -0.675
C -1.570 2.332 -0.826  0.348
C -2.416 1.837 -1.979  0.850
O -2.654 0.651 -2.058  -0.505
O -1.159 1.428 0.042  -0.302
O -2.996 5.057 -3.635  -0.601
H -3.523 2.457 -3.753  0.526
H -0.645 4.000 0.119  0.582
H -1.504 0.548 -0.242  0.075
H -2.612 5.888 -3.291  0.361
C -4.520 -0.215 -8.044  -0.804
C -4.489 -0.897 -6.886  0.109
C -3.191 -1.247 -6.204  0.921
O -3.259 -1.854 -5.151  -0.418
C -1.948 -0.851 -6.835  -1.089
C -1.981 -0.173 -7.991  0.371
C -3.278 0.199 -8.663  1.044
O -3.214 0.832 -9.703  -0.650
O -0.888 0.223 -8.630  -0.586
O -5.576 -1.313 -6.263  -0.601
H -5.444 0.044 -8.541  0.501
H -1.023 -1.121 -6.345  0.502
H -1.200 0.690 -9.429  0.358
H -5.258 -1.770 -5.458  0.333
C -6.754 -3.645 -9.268  -0.923
C -7.300 -3.782 -8.050  0.169
C -8.573 -4.561 -7.831  0.980
O -8.991 -4.652 -6.692  -0.637
C -9.228 -5.152 -8.984  -0.971
C -8.682 -5.011 -10.199  0.300
C -7.397 -4.255 -10.415  0.983
O -6.965 -4.193 -11.552  -0.627
O -9.221 -5.521 -11.300  -0.568
O -6.768 -3.249 -6.960  -0.367
H -5.841 -3.091 -9.436  0.511
H -10.148 -5.695 -8.819  0.426
H -8.621 -5.271 -12.030  0.371
H -7.363 -3.507 -6.227  0.357
C 5.435 5.244 8.875  -1.110
C 6.323 6.076 9.431  0.360
C 6.788 7.330 8.739  1.118
O 7.587 8.037 9.335  -0.655
C 6.275 7.624 7.420  -0.919
C 5.385 6.792 6.850  0.452
C 4.898 5.550 7.557  0.905
O 4.082 4.881 6.967  -0.466
O 4.875 6.991 5.648  -0.546
O 6.863 5.870 10.631  -0.583
H 5.092 4.343 9.364  0.432
H 6.631 8.518 6.928  0.425
H 4.257 6.245 5.454  0.386
H 7.464 6.626 10.780  0.361
C 2.021 -2.528 7.240  -1.007
C 1.982 -3.212 8.389  0.392
C 3.230 -3.565 9.152  0.995
O 3.100 -4.175 10.201  -0.654
C 4.512 -3.169 8.604  -0.933
C 4.557 -2.486 7.450  0.300
C 3.306 -2.109 6.698  0.886
O 3.437 -1.475 5.673  -0.453
O 5.685 -2.089 6.882  -0.612
O 0.848 -3.632 8.949  -0.589
H 1.132 -2.266 6.684  0.513
H 5.402 -3.443 9.153  0.419
H 5.421 -1.619 6.064  0.367
H 1.114 -4.093 9.768  0.351

=====

The following is a DFT calculation (ωB97M-V with the def2-TZVPD basis set) of C44H46CdN8O2Sb as an isolated structure.

Computed properties:
Total charge: -1
Frontier orbital gap, eV: 6.52
Relative energy (zero: lowest compared OMol25 entry of this formula, charge and spin), kcal per mole: 98.2

Each line ends with the Mulliken charge.
Positions of all 102 atoms, in Å:
Cd 0.159 0.510 -0.118  3.156
O 2.544 1.364 -3.554  -0.852
C 1.989 0.927 -2.537  0.426
N 1.613 1.511 -1.419  0.394
C 1.845 2.837 -1.043  -0.100
C 2.387 3.792 -1.896  -0.727
C 2.638 5.083 -1.449  -0.625
C 2.346 5.427 -0.142  -0.620
C 1.791 4.493 0.724  -0.738
C 1.522 3.190 0.305  -0.511
N 0.897 2.223 1.097  0.002
C 0.734 2.312 2.413  -0.078
O 1.076 3.210 3.188  -0.810
C -0.071 1.161 3.026  0.381
C -0.842 1.394 4.089  -1.133
C -1.649 0.410 4.884  -0.439
C -2.702 -1.465 4.598  -0.656
C -1.647 -1.638 3.552  -0.847
N -0.155 -0.131 2.393  1.874
C 1.749 -0.592 -2.494  -0.207
C 2.484 -1.406 -3.350  -0.687
C 2.344 -2.778 -3.256  -0.674
C 1.456 -3.312 -2.331  -0.876
C 0.730 -2.434 -1.545  -1.137
N 0.877 -1.115 -1.628  1.646
H 2.605 3.502 -2.912  0.482
H 3.065 5.811 -2.129  0.381
H 2.545 6.429 0.218  0.375
H 1.565 4.752 1.746  0.486
H -0.803 2.413 4.455  0.484
H -1.661 0.787 5.911  0.819
H -3.270 -2.301 4.981  0.368
H -1.339 -2.674 3.428  0.526
H 3.147 -0.928 -4.056  0.591
H 2.926 -3.431 -3.895  0.458
H 1.320 -4.377 -2.214  0.547
H 0.010 -2.785 -0.816  0.339
C -4.105 3.327 -1.866  -0.782
C -2.896 3.673 -1.276  -0.808
C -2.228 2.774 -0.464  -0.325
C -2.737 1.489 -0.228  -0.423
C -3.946 1.146 -0.847  0.521
C -4.624 2.061 -1.639  -1.197
N -1.950 0.595 0.504  0.560
C -2.365 -0.080 1.595  0.626
C -3.730 0.173 2.112  -1.405
C -4.008 0.342 3.405  -0.852
C -3.166 -0.018 4.588  -0.042
C -1.266 -1.069 4.888  -0.498
C -1.458 -0.745 2.388  -0.468
N 0.986 -0.750 2.177  -0.666
N 0.859 -1.955 1.810  -0.370
C 2.090 -2.491 1.366  0.197
C 2.272 -3.867 1.521  -0.525
C 3.418 -4.434 1.005  -0.419
C 4.334 -3.618 0.348  -0.481
C 4.049 -2.266 0.246  -0.462
N 2.951 -1.704 0.737  -0.142
H -4.629 4.030 -2.500  0.366
H -2.466 4.652 -1.443  0.477
H -1.295 3.055 0.012  0.397
H -4.332 0.141 -0.728  0.753
H -5.561 1.769 -2.099  0.372
H -4.510 0.425 1.408  0.337
H -5.010 0.691 3.637  0.327
H -3.732 0.213 5.491  0.587
H -0.549 -1.533 5.549  0.373
H 1.516 -4.448 2.029  0.402
H 3.595 -5.498 1.105  0.386
H 5.241 -4.018 -0.082  0.401
H 4.729 -1.597 -0.272  0.423
C -4.792 -1.221 -5.487  -1.319
C -4.538 -1.156 -3.987  0.816
C -5.421 -2.163 -3.251  -1.485
Sb -2.540 -1.348 -3.153  -0.031
C -1.866 -3.261 -3.956  0.821
C -2.411 -3.745 -5.293  -1.496
C -2.054 -4.352 -2.904  -1.562
C -1.310 -0.078 -4.408  1.172
C -1.584 -0.013 -5.904  -1.641
C -1.268 1.324 -3.810  -1.402
H -5.864 -1.105 -5.681  0.478
H -4.491 -2.176 -5.919  0.166
H -4.273 -0.435 -6.034  0.239
H -4.809 -0.154 -3.639  -0.118
H -5.157 -3.191 -3.515  0.235
H -6.474 -2.026 -3.515  0.430
H -5.336 -2.076 -2.166  0.283
H -0.792 -3.077 -4.075  0.095
H -3.477 -3.974 -5.227  0.257
H -1.908 -4.669 -5.598  0.440
H -2.278 -3.019 -6.095  0.254
H -3.109 -4.626 -2.821  0.386
H -1.728 -4.044 -1.911  0.273
H -1.508 -5.261 -3.174  0.382
H -0.324 -0.537 -4.270  -0.268
H -2.478 0.578 -6.112  0.359
H -1.715 -0.992 -6.365  0.268
H -0.751 0.483 -6.411  0.426
H -2.234 1.826 -3.919  0.475
H -0.507 1.934 -4.302  0.499
H -1.035 1.321 -2.743  -0.091